15
Properties=species:S:1:pos:R:3:mulliken_charge:R:1 method="wB97M-V/def2-TZVPD" charge=+1 e_above_lowest_ev=0.000 spin_multiplicity=2 lumo_energy_ev="-5.946 / -5.946" homo_energy_ha="-0.4032 / -0.4202" homo_lumo_gap_ha="0.1847 / 0.2017"
C -4.39866 0.59266 -0.58131 -0.836
C -2.96780 0.50508 -0.99255 -0.199
C -2.19812 -0.50798 -0.15973 -0.229
C -1.09906 -0.25376 0.52142 0.199
O -0.70627 -0.38774 1.70598 -0.473
Yb 1.47259 -0.54860 2.97832 1.575
H -5.17571 0.07890 -1.14959 0.313
H -4.68878 1.24767 0.24176 0.300
H -2.47716 1.48624 -0.89282 0.299
H -2.89660 0.18997 -2.04372 0.270
H -2.60416 -1.51947 -0.05724 0.349
O 2.70896 0.14294 -1.30164 -0.406
O 2.39776 -0.12954 0.89672 -0.533
C 2.08333 0.06659 -0.29473 0.575
H 0.48771 -0.03269 -0.35365 -0.205

16
Properties=species:S:1:pos:R:3:mulliken_charge:R:1 method="wB97M-V/def2-TZVPD" e_above_lowest_ev=1.181 spin_multiplicity=7 lumo_energy_ev="-0.053 / -0.346" homo_energy_ha="-0.2203 / -0.2697" homo_lumo_gap_ha="0.2184 / 0.2570"
O 2.54405 0.40709 -0.42544 -0.700
C 3.11031 2.04667 0.64628 0.132
O 1.99895 2.48616 0.50255 -0.292
O -1.70197 1.51650 -0.63111 -0.706
C -2.28210 0.35611 -0.12930 -0.390
C -1.47995 -0.89055 -0.50490 -0.360
O -0.11336 -0.56478 -0.26572 -0.305
C 0.90584 -1.13507 0.43363 -0.185
C 2.15691 -0.72363 0.19647 -0.185
Sm 0.27205 1.71277 -0.77923 1.245
H -3.30718 0.20335 -0.51835 0.339
H -2.36676 0.39047 0.97707 0.202
H -1.52437 -1.04370 -1.59334 0.200
H -1.76292 -1.78703 0.06294 0.348
H 0.59405 -1.75205 1.27544 0.316
H 2.95647 -1.22230 0.75300 0.343

13
Properties=species:S:1:pos:R:3:mulliken_charge:R:1 method="wB97M-V/def2-TZVPD" e_above_lowest_ev=5.212 spin_multiplicity=1 lumo_energy_ev=0.932 homo_energy_ha=-0.2945 homo_lumo_gap_ha=0.3288 smiles="C1=CS[C@H]2C[C@@H]2O1"
C -0.32416 1.37682 1.27871 -0.503
C -0.98144 0.27213 0.55297 0.001
C -0.22254 -1.68316 -0.73491 -0.083
C 0.64816 -0.69415 -1.24499 -0.348
C 0.58698 0.47399 0.44674 -0.218
H -0.20213 1.56158 2.29527 0.374
H -0.43335 2.43868 0.80183 0.182
H -1.07739 0.79305 -0.56510 0.232
H -0.09047 -2.83411 -1.22643 0.226
H 1.18755 -1.04158 -2.09329 0.409
H 1.47082 0.01613 0.94633 0.354
O 0.90838 0.60186 -0.97039 -0.388
S -1.47041 -1.28124 0.51325 -0.240

13
Properties=species:S:1:pos:R:3:mulliken_charge:R:1 method="wB97M-V/def2-TZVPD" e_above_lowest_ev=4.390 spin_multiplicity=3 lumo_energy_ev="0.667 / -2.658" homo_energy_ha="-0.2582 / -0.3214" homo_lumo_gap_ha="0.2827 / 0.2238"
C 1.50394 -0.75041 0.45743 0.868
C 0.35914 -1.14859 0.39090 -0.186
C -1.83657 1.16276 -0.70573 0.044
C -2.53532 0.11460 0.05936 -0.427
C 2.83207 -0.37209 0.37525 -1.215
O -2.75884 1.56097 0.30839 -0.393
S -1.17051 -1.81857 0.54943 -0.185
H -2.18581 1.45512 -1.68646 0.244
H -0.75258 1.07785 -0.50446 0.069
H -3.30446 -0.36528 -0.30752 0.328
H 2.95198 0.66227 0.12198 0.300
H 3.47045 -0.59983 1.33822 0.276
H 3.42650 -0.97879 -0.39680 0.277

14
Properties=species:S:1:pos:R:3:mulliken_charge:R:1 method="wB97M-V/def2-TZVPD" e_above_lowest_ev=2.523 spin_multiplicity=1 lumo_energy_ev=-0.310 homo_energy_ha=-0.3290 homo_lumo_gap_ha=0.3176 smiles="C#C[C@H](O)C(=S)SC"
C -0.92834 1.36254 1.27165 -0.863
C -0.36426 0.40646 -1.34701 0.209
C -0.13125 -0.90729 -0.54365 -0.147
C 1.08242 -0.78992 0.21814 -0.350
C 2.11731 -0.71144 0.83099 0.034
H -1.38445 2.24853 1.80156 0.331
H 0.08297 1.26606 1.66714 0.276
H -1.57164 0.55247 1.47977 0.312
H -1.02633 -1.05090 0.13379 0.179
H 0.48288 -1.86440 -2.05351 0.369
H 3.02762 -0.70435 1.40065 0.420
O -0.18113 -2.05390 -1.38106 -0.504
S -0.91316 1.79988 -0.48822 0.003
S -0.29263 0.44627 -2.99025 -0.269

14
Properties=species:S:1:pos:R:3:mulliken_charge:R:1 method="wB97M-V/def2-TZVPD" e_above_lowest_ev=4.720 spin_multiplicity=1 lumo_energy_ev=0.201 homo_energy_ha=-0.3220 homo_lumo_gap_ha=0.3294
C -0.77834 2.04409 1.12740 0.249
C -0.94778 0.96649 0.63700 -0.623
C -0.33990 -1.52625 0.52120 -0.566
C 0.41775 0.11215 -1.45072 -0.905
C -1.03650 -0.33328 0.01479 -0.481
O 2.16135 1.39462 0.15598 -0.508
S 1.42840 -1.39440 0.86658 -0.106
S 2.02894 0.11819 -0.49198 0.426
H -0.44694 2.89635 1.61724 0.460
H -0.67556 -1.93840 1.38427 0.438
H -0.48748 -2.28194 -0.22759 0.375
H 0.44172 -0.75388 -2.06007 0.485
H 0.26067 1.18961 -1.58012 0.435
H -2.02632 -0.49334 -0.51398 0.321

14
Properties=species:S:1:pos:R:3:mulliken_charge:R:1 method="wB97M-V/def2-TZVPD" e_above_lowest_ev=5.431 spin_multiplicity=1 lumo_energy_ev=-0.667 homo_energy_ha=-0.3266 homo_lumo_gap_ha=0.3020 smiles="S=C[C@]12CSC[C@@H]1O2"
C -1.79482 0.25795 -0.04584 -0.433
C -0.50309 -0.44153 -0.09721 0.497
C 0.22851 -0.75976 1.16423 -0.756
C 1.17301 1.07497 -0.57108 -0.538
C 0.56020 -0.31828 -1.14680 -0.128
H -2.47671 0.26027 -0.97997 0.292
H 0.72634 -1.78384 0.96181 0.261
H -0.30957 -0.69028 2.04838 0.522
H 0.42179 1.88086 -0.58617 0.315
H 2.08584 1.32553 -1.03815 0.390
H 1.25874 -1.01596 -0.79262 0.388
O -0.45599 -1.05292 -1.42808 -0.442
S -2.42017 0.69647 1.38340 -0.270
S 1.50592 0.56650 1.12811 -0.098

12
Properties=species:S:1:pos:R:3:mulliken_charge:R:1 method="wB97M-V/def2-TZVPD" e_above_lowest_ev=5.036 spin_multiplicity=1 lumo_energy_ev=-0.691 homo_energy_ha=-0.2905 homo_lumo_gap_ha=0.2651
C 0.20344 -1.90831 -1.61165 -0.172
C 0.70444 -1.26022 -0.54971 0.240
C 1.18869 -2.63164 -0.99286 -0.092
C -0.72328 0.36782 0.73887 -1.032
C 0.67750 -0.02199 0.15091 -0.374
S 2.19730 -3.89111 -0.77610 -0.386
H -0.59572 -1.89427 -2.37433 0.311
H -0.49825 1.40215 1.27019 0.264
H -1.03231 -0.42852 1.31101 0.365
H -1.46816 0.49875 0.05869 0.348
H 1.43129 0.30153 0.79356 0.353
H 1.12760 0.75863 -1.40917 0.175

12
Properties=species:S:1:pos:R:3:mulliken_charge:R:1 method="wB97M-V/def2-TZVPD" e_above_lowest_ev=2.433 spin_multiplicity=1 lumo_energy_ev=1.002 homo_energy_ha=-0.2946 homo_lumo_gap_ha=0.3314 smiles="C1=C[C@H]2C[C@H]2S1"
C 1.20274 -0.75429 0.60319 -0.517
C 0.32504 -1.09963 -0.47372 -0.279
C -1.67267 0.52309 0.22121 -0.380
C -0.52239 1.14272 -0.13388 -0.196
C 0.82882 0.38153 -0.32568 -0.283
H 0.51928 -0.43417 1.52475 0.202
H 2.22104 -1.18988 0.68377 0.293
H 0.58139 -1.70892 -1.24204 0.496
H -2.51985 1.08640 0.49565 0.395
H -0.91084 2.30220 -0.18288 0.156
H 1.42747 0.97482 -1.09752 0.308
S -1.48002 -1.22385 -0.07286 -0.195

13
Properties=species:S:1:pos:R:3:mulliken_charge:R:1 method="wB97M-V/def2-TZVPD" e_above_lowest_ev=1.120 spin_multiplicity=1 lumo_energy_ev=0.741 homo_energy_ha=-0.3082 homo_lumo_gap_ha=0.3354
C 0.13940 -1.80800 -0.49078 -0.817
C -0.98259 -0.72538 -0.46869 -0.252
C 0.87622 -0.84608 0.45934 -0.129
C 1.11212 0.33294 -0.51460 -0.420
C -0.22396 0.41461 -1.18909 -0.510
H 0.51431 -2.00130 -1.52743 0.282
H -0.17717 -2.72911 0.01453 0.288
H -1.98934 -0.90828 -0.76781 0.537
H 1.77636 -1.23407 0.98390 0.456
H 2.04840 0.39141 -1.07532 0.434
H -0.30908 0.57813 -2.23198 0.477
S -0.70573 -0.54700 1.35793 -0.219
S 0.24382 1.90292 -0.24374 -0.127

13
Properties=species:S:1:pos:R:3:mulliken_charge:R:1 method="wB97M-V/def2-TZVPD" e_above_lowest_ev=1.777 spin_multiplicity=1 lumo_energy_ev=0.002 homo_energy_ha=-0.3308 homo_lumo_gap_ha=0.3309
C 0.63423 0.54205 0.30486 0.269
C 0.84367 -0.48447 -0.29573 0.520
C -2.22498 0.09635 -0.08558 0.365
C 0.57493 1.78586 1.06124 -1.142
C 0.82374 -1.73203 -0.98743 -1.388
S -2.54545 -0.91409 1.03816 -0.227
S -2.03022 1.05116 -1.29228 -0.188
H -0.47106 2.25749 0.86719 0.254
H 1.48513 2.26098 0.89770 0.326
H 0.71954 1.52064 2.08006 0.310
H 1.74146 -2.17266 -1.12759 0.384
H 0.23720 -1.61903 -1.95614 0.267
H 0.21180 -2.59224 -0.50445 0.249

114
Properties=species:S:1:pos:R:3:mulliken_charge:R:1 method="wB97M-V/def2-TZVPD" charge=+1 spin_multiplicity=1 lumo_energy_ev=-3.297 homo_energy_ha=-0.4674 homo_lumo_gap_ha=0.3462
C 3.27073 -1.32279 1.78687 -0.394
C 3.22608 -0.21317 0.70401 0.315
Cl 4.76504 0.36879 0.10757 -0.016
C 2.06982 0.27527 0.25989 0.365
Cl 1.93557 1.54886 -0.98134 -0.345
C 0.82317 -0.29186 0.86665 -0.647
N 0.39473 -1.45550 0.33515 -0.288
C -0.71169 -1.71892 1.09418 0.570
N -1.47325 -2.80183 0.87533 -0.395
N -0.88171 -0.76735 2.00639 -0.261
N 0.07939 0.15151 1.85814 0.680
H 3.17911 -0.81646 2.77928 -0.029
H 2.47620 -2.07190 1.64173 0.311
H 4.23206 -1.84618 1.67408 0.251
H -1.91035 -3.37482 1.58471 0.224
H -1.69340 -3.02503 -0.08969 0.259
H -1.60905 -0.72077 2.71397 0.207
H 0.26167 1.02331 2.35731 0.177
O 4.03669 4.12952 0.37803 -0.604
H 3.36404 4.57881 0.90453 0.277
H 3.54346 3.42598 -0.06637 0.308
O 3.65803 -3.01085 -1.03900 -0.438
H 3.83877 -2.08329 -0.83815 0.249
H 3.60578 -3.03779 -2.00233 0.275
O 2.68892 3.38725 3.05954 -0.391
H 3.61525 3.30312 2.79811 0.244
H 2.63264 4.28194 3.42163 0.191
O -4.27497 -1.61834 -0.65402 -0.532
H -4.14051 -2.19725 -1.42327 0.235
H -3.46761 -1.71526 -0.14211 0.246
O 4.99200 3.00005 4.43146 -0.433
H 5.05288 2.09941 4.09351 0.237
H 4.48219 2.90857 5.24595 0.207
O 7.59862 3.86193 2.77322 -0.630
H 7.50371 3.98041 1.82170 0.305
H 6.69239 3.87323 3.10479 0.300
O -0.90134 0.88207 -2.75311 -0.416
H -0.24583 1.02405 -2.05917 0.183
H -1.71153 1.26451 -2.39608 0.252
O -1.98066 -1.46695 -4.51260 -0.602
H -1.81778 -0.74247 -3.89767 0.269
H -2.46149 -1.05264 -5.24266 0.350
O 0.97652 -0.42140 -5.02867 -0.632
H 0.31895 0.03769 -4.49355 0.309
H 0.47220 -1.11861 -5.46436 0.331
O 5.93921 -2.35921 0.69847 -0.571
H 6.11154 -3.31148 0.70506 0.276
H 6.56825 -2.01041 0.05689 0.271
O -7.38007 -2.89725 -0.51047 -0.575
H -6.51698 -2.46955 -0.44796 0.317
H -7.83509 -2.40982 -1.20537 0.282
O -4.47873 -4.07527 -2.70707 -0.469
H -4.32977 -5.02114 -2.59871 0.216
H -5.07459 -4.01928 -3.46501 0.267
O 4.10437 5.16577 -2.47165 -0.628
H 4.17662 4.74180 -1.60494 0.344
H 3.27549 5.65355 -2.43153 0.276
O 2.02987 0.45995 4.25028 -0.633
H 2.92264 0.29140 4.57794 0.239
H 2.07201 1.36724 3.93575 0.298
O 4.24456 5.87089 4.02696 -0.576
H 5.12440 5.68637 4.37745 0.305
H 4.30560 6.77464 3.69651 0.286
O -6.79585 -5.40709 1.71636 -0.668
H -6.53806 -4.69300 2.31016 0.314
H -7.25935 -4.95569 0.99630 0.330
O 5.58096 2.62561 -1.87113 -0.573
H 5.73267 3.33154 -1.23230 0.287
H 5.11178 3.06272 -2.59405 0.318
O 1.63509 -4.64518 0.80728 -0.608
H 0.79189 -4.23457 0.59079 0.247
H 2.12804 -4.61412 -0.02323 0.297
O -5.57493 -5.42106 -5.20640 -0.590
H -5.42624 -6.36674 -5.09839 0.281
H -6.17211 -5.36069 -5.96473 0.322
O -2.80704 0.27780 -6.88960 -0.645
H -1.93244 0.68005 -6.93888 0.308
H -3.15221 0.35487 -7.79089 0.321
O -4.35527 1.67111 -8.92479 -0.644
H -5.16969 1.93452 -8.48196 0.322
H -3.94728 2.50567 -9.18137 0.321
O -1.03350 2.73453 2.61577 -0.564
H -1.84249 3.00610 3.06739 0.276
H -0.61524 3.56681 2.36407 0.290
O 1.52583 3.62360 5.73463 -0.629
H 1.69143 4.55950 5.90564 0.332
H 1.50527 3.55947 4.77275 0.256
O -5.26449 -1.41456 2.47362 -0.621
H -6.09137 -0.95449 2.28882 0.329
H -4.83815 -1.48538 1.61335 0.313
O -3.54077 1.35403 0.57018 -0.627
H -3.41283 0.77197 -0.19108 0.279
H -2.72840 1.25856 1.08139 0.317
O 4.83805 0.53672 6.23545 -0.596
H 4.89855 -0.36600 5.90029 0.294
H 4.32746 0.44859 7.04990 0.313
O -6.03083 -4.12209 -7.84342 -0.646
H -5.14279 -4.30153 -8.17238 0.326
H -5.97915 -3.21894 -7.51132 0.316
O -3.28906 4.41592 -0.10326 -0.609
H -3.23284 3.45457 -0.05074 0.347
H -2.66412 4.64724 -0.80173 0.324
O -0.91198 4.65107 -2.12764 -0.602
H -0.00518 4.95916 -2.22812 0.263
H -1.29296 4.75129 -3.00823 0.326
O -0.18124 3.22199 8.23622 -0.613
H -1.02556 3.61076 7.98545 0.298
H 0.33352 3.22016 7.41887 0.349
O -5.69699 -6.35995 -0.97467 -0.585
H -5.53004 -6.10758 -0.05697 0.319
H -6.37365 -7.04238 -0.91204 0.286
O 5.00424 -5.26687 0.85266 -0.634
H 4.87643 -5.13959 -0.09501 0.306
H 4.10811 -5.27151 1.21084 0.325